Density functional theory data (ωB97M-V/def2-TZVPD) for C29H46CoP2Se as an isolated structure in a non-equilibrium geometry.

Cartesian coordinates (Å):
Co 1.1225 1.2138 -0.3742
C 1.3306 -0.2968 1.3076
C 0.8755 1.0604 1.5645
C -0.9415 -0.2705 0.9202
C 0.1998 -1.0925 0.9507
C -0.5500 1.0611 1.2581
C 2.6387 -0.8779 1.7281
H 3.3082 -0.1107 2.1289
H 3.1424 -1.3968 0.8995
H 2.4592 -1.6120 2.5280
C 0.2546 -2.5451 0.6934
H 1.1747 -2.9833 1.1030
H 0.2580 -2.7805 -0.3805
H -0.6113 -3.0526 1.1325
C -2.3245 -0.6838 0.6241
H -2.5496 -1.6511 1.0843
H -2.5095 -0.7888 -0.4526
H -3.0440 0.0585 0.9830
C -1.5077 2.1163 1.6730
H -2.0908 1.7474 2.5296
H -2.2144 2.3750 0.8753
H -0.9876 3.0282 1.9885
C 1.5969 2.1363 2.3046
H 1.2578 2.1854 3.3475
H 1.4171 3.1171 1.8458
H 2.6779 1.9683 2.2933
C 2.9382 1.7987 -4.0797
C 3.9014 1.9439 -3.1385
C 4.6174 3.2388 -2.8956
C 3.6823 4.4863 -2.8414
C 2.2440 4.2423 -2.4670
C 1.2296 4.0571 -3.3781
C 1.3791 3.6717 -4.8176
C 2.6313 2.8157 -5.1350
H 5.3643 3.3956 -3.6933
H 3.7585 5.0143 -3.8057
H 5.2153 3.2179 -1.9665
H 3.4702 3.4847 -5.3610
H 2.4558 0.8316 -4.2487
H 4.4852 1.0773 -2.8212
H 2.4347 2.2714 -6.0679
H 0.4891 3.0984 -5.1452
H 0.2080 4.3347 -3.1296
H 1.3588 4.5883 -5.4413
H 4.0824 5.1841 -2.0853
H 2.0104 4.4093 -1.4057
P 2.6514 0.1306 -1.2420
C 3.0426 -1.0737 -2.5103
C 3.9865 1.0792 -0.4556
P -0.5731 2.3217 -1.3251
C 1.0029 1.7062 -2.0675
C -0.4845 4.0441 -0.6622
C -1.6226 2.2939 -2.8059
H 2.1108 -1.5108 -2.8931
H 3.6486 -1.8514 -2.0319
H 3.6070 -0.6390 -3.3361
H 3.9506 2.1182 -0.7990
H 4.9442 0.6311 -0.7286
H 3.8671 1.0797 0.6253
H -1.1404 2.8740 -3.5995
H -2.5845 2.7476 -2.5371
H -1.7540 1.2449 -3.1122
H 0.8722 1.1787 -3.0073
H 1.8623 2.3982 -2.1053
H -1.4135 4.2222 -0.1011
H -0.4157 4.7796 -1.4672
H 0.3697 4.1679 0.0206
Se -0.7341 -1.3564 -2.5564
C -1.7812 -2.8519 -2.7851
C -2.0289 -3.3067 -4.1122
C -2.7835 -4.4512 -4.3303
C -3.3166 -5.1838 -3.2566
C -3.0858 -4.7378 -1.9351
C -2.3377 -3.5829 -1.7073
H -1.6026 -2.7333 -4.9294
H -2.9592 -4.7758 -5.3531
H -3.8956 -6.0738 -3.4295
H -3.4879 -5.2853 -1.0915
H -2.1645 -3.2343 -0.6869

As for the charge: +1. As for the energy relative to the best compared isomer or geometry (same formula, charge and spin): 126.9 kJ/mol. Its multiplicity is 5. The LUMO energy (spin up / spin down) comes out at -2.38 / -4.63 eV. The highest occupied orbital energy (spin up / spin down) is -9.36 / -10.33 eV.

Density functional theory data (ωB97M-V/def2-TZVPD) for an isolated ion of composition C2H2N3O3 and charge +1 in a non-equilibrium geometry.

Cartesian coordinates (Å):
C -0.3433 -0.4492 0.5229
C 0.9576 -0.3123 0.9244
N -1.4756 -0.7256 0.4705
N -2.9025 -0.4964 -0.5112
N 2.0273 0.2606 0.5278
O -3.0255 -1.4685 -1.0790
O -3.2992 0.5225 -0.2132
O 2.1249 0.9942 -0.6752
H 2.9422 0.3046 0.9012
H 2.9941 1.3703 -0.8682

As for the charge: +1. As for the energy relative to the best compared isomer or geometry (same formula, charge and spin): 868.5 kJ/mol. The LUMO energy comes out at -5.74 eV. The highest occupied orbital energy is -14.53 eV.

Density functional theory data (ωB97M-V/def2-TZVPD) for one molecule with the formula C3H6N2O2 in a non-equilibrium geometry.

Cartesian coordinates (Å):
O 0.7011 1.8159 0.9900
C 0.1905 0.8754 0.4033
N 0.8646 0.0692 -0.4490
C 0.6204 -1.2686 -0.7912
O 1.4091 -1.9685 -1.3480
C -1.0644 0.2849 1.0376
N -2.2038 0.0717 0.0881
H 1.5431 0.4661 -1.0943
H -0.3011 -1.7023 -0.3176
H -0.9086 -0.5809 1.6917
H -1.3511 1.0988 1.7188
H -1.8584 0.0305 -0.8686
H -2.6303 0.9950 0.1154

As for the charge: 0. As for the energy relative to the best compared isomer or geometry (same formula, charge and spin): 173.0 kJ/mol. The LUMO energy comes out at 0.43 eV. The highest occupied orbital energy is -10.00 eV.

Density functional theory data (ωB97M-V/def2-TZVPD) for C20H25CrN7S as an isolated structure in a non-equilibrium geometry.

Cartesian coordinates (Å):
Cr 0.4032 0.1072 -0.0085
C -2.1191 0.2462 1.6732
C -2.2744 -1.2623 1.5081
C -1.0243 -2.0964 1.6264
C -1.1153 -3.2990 2.3257
C -0.0308 -4.1542 2.4025
C 1.1364 -3.7722 1.7545
C 1.1605 -2.5630 1.0934
N 0.1185 -1.7153 1.0262
N -1.4976 0.8892 0.5032
C -1.3047 2.3313 0.7541
C -0.3465 2.8903 -0.2687
C -0.3188 4.2296 -0.6218
C 0.5791 4.6534 -1.5929
C 1.3765 3.7042 -2.2148
C 1.2891 2.3856 -1.8091
N 0.4739 1.9864 -0.8292
C -2.3588 0.7161 -0.6923
C -1.9046 -0.4160 -1.5724
C -2.7643 -1.0879 -2.4324
C -2.2434 -2.0352 -3.3033
C -0.8727 -2.2677 -3.2976
C -0.0896 -1.5829 -2.3898
N -0.5924 -0.6895 -1.5334
H -1.5104 0.4461 2.5596
H -3.1138 0.6786 1.8500
H -2.7339 -1.4935 0.5446
H -2.9773 -1.6053 2.2684
H -2.0393 -3.5728 2.8081
H -0.0966 -5.0841 2.9454
H 2.0148 -4.3956 1.7688
H 2.0625 -2.2699 0.5788
H -0.9017 2.4824 1.7642
H -2.2572 2.8757 0.7045
H -0.9848 4.9348 -0.1515
H 0.6496 5.6951 -1.8671
H 2.0659 3.9817 -2.9937
H 1.8797 1.6128 -2.2821
H -2.2974 1.6248 -1.3027
H -3.4107 0.5985 -0.4089
H -3.8234 -0.8761 -2.4298
H -2.8993 -2.5709 -3.9722
H -0.4258 -2.9739 -3.9790
H 0.9801 -1.7416 -2.3434
N 1.7738 1.0050 1.7725
N 3.1244 0.5796 1.7260
C 3.6834 0.0956 0.6006
N 4.9829 -0.1087 0.5372
S 2.7026 -0.2997 -0.7322
H 1.7613 2.0343 1.7594
H 1.3890 0.7156 2.6765
H 3.7162 0.8156 2.5199
H 5.6229 0.0921 1.2938
H 5.3826 -0.4762 -0.3153

As for the charge: +3. Its multiplicity is 2. The LUMO energy (spin up / spin down) comes out at -11.16 / -10.53 eV. The highest occupied orbital energy (spin up / spin down) is -18.34 / -18.32 eV.

Density functional theory data (ωB97M-V/def2-TZVPD) for a 3-piece molecular cluster, C22H24ClN2O3 overall in a non-equilibrium geometry.

Cartesian coordinates (Å):
C -1.9286 1.6553 -0.1564
C -1.6367 1.5626 1.3822
N -2.4663 2.2487 2.2429
C -2.3235 2.2489 3.6272
C -1.2445 1.5026 4.2204
C -1.0025 1.3967 5.7816
C -1.6727 0.0255 6.2089
O -2.7207 -0.2342 5.7002
Cl -0.9265 -1.1292 7.3566
C -0.2819 0.7333 3.3672
N 0.8107 -0.0348 3.8749
C -0.5239 0.7875 1.9023
C 0.4598 -0.0603 1.0067
C 0.0279 -1.5810 1.1850
O 0.4627 -2.3883 0.4125
O -0.8711 -2.0161 2.1619
H -2.7890 2.3356 -0.3888
H -2.1258 0.6245 -0.5544
H -1.0104 2.1237 -0.6158
H -3.2628 2.7770 1.8759
H -3.0227 2.8077 4.2849
H -1.5123 2.2803 6.2418
H 0.1083 1.4082 5.9158
H 0.5996 -0.4766 4.7718
H 1.6641 0.5328 3.9295
H 1.5304 0.1006 1.3026
H 0.2842 0.2076 -0.0650
H -0.3609 -2.1509 2.9864
C 2.6694 1.7835 -4.4614
C 2.3519 0.7227 -3.6226
C 2.4290 0.8783 -2.2437
C 2.8147 2.0999 -1.7028
C 3.1287 3.1626 -2.5419
C 3.0603 3.0035 -3.9209
H 2.6124 1.6605 -5.5364
H 2.0449 -0.2281 -4.0436
H 2.1878 0.0462 -1.5903
H 2.8711 2.2235 -0.6264
H 3.4282 4.1155 -2.1207
H 3.3105 3.8303 -4.5748
C -0.6741 -3.5433 -4.9599
C -0.9892 -4.6034 -4.1176
C -0.9088 -4.4446 -2.7391
C -0.5223 -3.2219 -2.2029
C -0.2115 -2.1619 -3.0445
C -0.2827 -2.3225 -4.4234
H -0.7336 -3.6686 -6.0347
H -1.2968 -5.5547 -4.5363
H -1.1479 -5.2730 -2.0826
H -0.4617 -3.0888 -1.1281
H 0.0889 -1.2071 -2.6240
H -0.0343 -1.4962 -5.0801

As for the charge: +1. The LUMO energy comes out at -4.50 eV. The highest occupied orbital energy is -10.89 eV.

Density functional theory data (ωB97M-V/def2-TZVPD) for a 2-piece molecular cluster, C2H4BrFO overall in a non-equilibrium geometry.

Cartesian coordinates (Å):
C 0.1150 -0.1306 1.2030
C -0.4212 -0.8483 -0.0008
O -0.2133 1.0569 -2.3082
F 0.1834 2.1251 -1.6426
Br 0.4129 -2.2719 -0.7481
H -0.7148 0.3352 1.7768
H 0.7965 -0.8237 1.7167
H 0.8665 0.7077 0.7937
H -1.0250 -0.1504 -0.7905

As for the charge: 0. As for the energy relative to the best compared isomer or geometry (same formula, charge and spin): 829.8 kJ/mol. The LUMO energy (spin up / spin down) comes out at -2.64 / -2.64 eV. The highest occupied orbital energy (spin up / spin down) is -7.87 / -7.86 eV.

Density functional theory data (ωB97M-V/def2-TZVPD) for one molecule with the formula C5H11NO2 in a non-equilibrium geometry.

Cartesian coordinates (Å):
C -0.5261 0.4745 -1.2882
C 0.1317 -0.4476 -0.2583
C 0.6489 -1.7356 -1.0305
C 1.3214 0.0404 0.6445
C -1.8813 1.0021 1.2628
N -2.1096 -0.1755 0.4155
O -1.9860 0.2639 -0.8621
O -0.9062 -0.9302 0.5719
H -0.3837 1.4838 -0.9840
H -0.3570 0.4040 -2.2941
H 0.7310 -2.4850 -0.2483
H 1.5440 -1.5111 -1.5761
H -0.1581 -1.9219 -1.7233
H 1.0274 0.3056 1.6872
H 1.8952 0.9053 0.3023
H 1.9721 -0.8150 0.8009
H -1.5762 0.6214 2.2505
H -1.1151 1.7189 0.9771
H -2.7878 1.5153 1.2223

As for the charge: 0. As for the energy relative to the best compared isomer or geometry (same formula, charge and spin): 494.8 kJ/mol. The LUMO energy comes out at 0.82 eV. The highest occupied orbital energy is -9.23 eV.

Density functional theory data (ωB97M-V/def2-TZVPD) for C32H29BF2IN4O5W as an isolated structure.

Cartesian coordinates (Å):
W 0.4532 -0.1778 -0.0928
O 3.6487 -5.6136 3.3128
C 3.8723 -5.3573 2.1210
O 4.5673 -5.9243 1.2603
C 3.1397 -4.0903 1.5957
C 3.3490 -3.6388 0.2989
C 2.6617 -2.5394 -0.1685
N 1.7692 -1.8744 0.5790
C 1.6063 -2.2791 1.8532
C 2.2580 -3.3666 2.3908
C 0.6632 -1.4156 2.6384
O 0.3460 -1.6469 3.7791
O 0.2691 -0.3834 1.9346
H 4.0518 -4.1771 -0.3229
H 2.8145 -2.1685 -1.1672
H 2.0887 -3.6582 3.4182
C -1.1239 -2.9895 0.3359
N -0.7364 -2.1629 -0.8319
C -0.1004 -3.0533 -1.8200
C -1.9790 -1.6442 -1.4726
C -2.5939 -0.6324 -0.5743
C -3.9733 -0.5092 -0.4463
C -4.5007 0.3996 0.4538
C -3.6380 1.1433 1.2479
C -2.2661 0.9953 1.1187
C -1.7023 0.1222 0.1823
H -1.8637 -3.7352 0.0274
H -1.5539 -2.3613 1.1126
H -0.2521 -3.5090 0.7245
H -0.8066 -3.8443 -2.0939
H 0.7887 -3.5186 -1.4015
H 0.1644 -2.4974 -2.7149
H -2.6583 -2.4803 -1.6785
H -1.6907 -1.2123 -2.4323
H -4.6300 -1.1331 -1.0434
H -5.5729 0.5098 0.5558
H -4.0364 1.8373 1.9779
H -1.6210 1.5683 1.7729
I 2.5199 3.2047 -2.0247
C 1.3070 -0.4372 -2.0110
C 2.1757 -0.6942 -3.0629
C 1.8364 -0.1674 -4.2972
C 0.6783 0.5911 -4.4483
C -0.1100 0.8470 -3.3454
N 0.2426 0.3114 -2.1761
H 3.0895 -1.2574 -2.9368
H 2.4842 -0.3303 -5.1493
H 0.4138 1.0162 -5.4056
H -0.9906 1.4685 -3.3725
F -1.2549 2.5143 -1.5004
B -0.5070 2.9301 -0.4596
F -0.7516 4.2099 -0.1560
C 2.5224 2.3547 1.6821
C 3.0896 1.0052 1.3215
O 2.6148 0.5515 0.0364
H 2.8860 2.6175 2.6797
H 0.6498 1.6957 2.4441
H 2.9120 3.0959 0.9825
H 2.8067 0.2367 2.0398
H 4.1797 1.0439 1.2763
H 2.6889 1.3165 -0.6042
N -0.8267 8.5487 4.2543
C -0.5316 7.5289 3.8121
C -0.1616 6.2524 3.2635
C 0.7449 6.1827 2.2047
C 1.1015 4.9551 1.6840
C 0.5644 3.7767 2.2024
C -0.3343 3.8612 3.2601
C -0.7050 5.0861 3.7910
C 0.9788 2.4115 1.6845
C 0.3512 1.9613 0.3700
H 1.1552 7.0942 1.7912
H 1.7745 4.9112 0.8355
H -0.7479 2.9506 3.6792
H -1.4049 5.1424 4.6140

As for the charge: -1. As for the energy relative to the best compared isomer or geometry (same formula, charge and spin): 15.8 kJ/mol. Its multiplicity is 3. The LUMO energy (spin up / spin down) comes out at 1.72 / 0.83 eV. The highest occupied orbital energy (spin up / spin down) is -5.17 / -5.96 eV.